Density functional theory data (wB97M-V/def2-TZVPD) for C6H8N2O2S as an isolated structure in a non-equilibrium geometry.

Positions of all 19 atoms, in Å:
C -3.074135 -1.001076 -0.117037
C -2.973895 0.290571 -0.605117
C -1.992170 -1.536406 0.552113
C -1.734074 0.815258 -0.724749
C -0.778692 -0.845870 0.518337
C 3.572122 0.685096 0.211833
N 0.446266 1.008511 0.026877
N -0.649210 0.357676 -0.034997
O 2.134687 -1.013800 -1.066092
O 2.397593 -1.335518 1.392024
S 2.202498 -0.467094 0.269015
H -4.087577 -1.461325 -0.223914
H -3.771736 0.630053 -1.107634
H -2.140290 -2.553092 0.874674
H -1.571338 1.806615 -1.090288
H 0.089205 -1.183663 0.949496
H 4.505774 0.141176 0.177274
H 3.450933 1.178377 -0.751606
H 3.841890 1.507758 0.812694

Forces on atoms 1 to 6 (eV/Å):
C -1.8 0.2 0.8
C 2.5 -2.9 0.5
C 0.0 0.0 -1.4
C 0.3 2.7 0.5
C -2.6 -1.7 0.5
C 0.4 0.4 -2.0

Computed properties:
- E_tot: -24256.5769 eV
- Spin multiplicity: 1
- ΔE to the lowest compared entry with this formula, charge and spin: 597.9 kJ/mol

Löwdin population analysis, charges in e, atoms 1 to 6:
1. C -0.09
2. C -0.06
3. C -0.03
4. C -0.03
5. C -0.06
6. C -0.17